Record 1
Below is 7 unconnected molecules or ions with the total composition C21H36FO18, with properties calculated with the ωB97M-V functional and the def2-TZVPD basis.

Values from the calculation:
Orbital gap in eV: 8.264
Charge: -1

Geometry as XYZ:
```
76
Properties=species:S:1:pos:R:3:forces:R:3:lowdin_charge:R:1
F 6.4703 6.6284 -2.2573 -0.3 -0.1 0.3 -0.60
C 7.2543 3.5987 1.8096 -0.5 -1.7 0.3 -0.01
C 6.9680 5.0206 2.1432 0.0 -0.1 -1.7 -0.35
C 6.3301 5.8905 1.1111 0.1 -1.3 0.2 -0.10
O 5.5517 6.7367 1.9031 -1.0 2.9 -0.8 0.07
C 5.4161 6.3029 3.1358 -1.0 0.8 1.6 -0.56
O 4.8070 6.8588 4.0386 1.1 -1.2 -1.8 0.12
O 6.0711 5.1544 3.1985 -0.5 -1.4 2.7 0.11
H 8.1415 3.4747 1.1966 0.3 0.4 0.2 0.07
H 6.4918 2.9282 1.3002 0.3 1.3 0.8 0.11
H 7.4455 3.2172 2.8229 0.2 -0.7 -0.5 0.10
H 7.8841 5.4541 2.4210 1.5 0.6 0.7 0.15
H 5.6788 5.2673 0.5559 -0.8 -0.3 -1.2 0.13
H 7.0338 6.3869 0.4892 0.2 0.7 -0.6 0.12
C 7.2850 2.1185 -1.6611 -1.4 1.7 0.2 0.01
C 8.3937 3.0627 -2.1374 -2.0 1.3 1.3 -0.32
C 8.5191 4.4433 -1.4806 -2.7 0.1 0.5 -0.09
O 9.5038 4.2521 -0.5124 0.3 0.6 0.8 0.06
C 10.1696 3.1487 -0.8172 0.7 1.2 1.1 -0.63
O 11.1456 2.8467 -0.2203 1.1 -1.2 0.3 0.16
O 9.6079 2.5566 -1.8340 3.0 -3.2 -0.7 0.12
H 7.3332 1.8216 -0.6128 0.8 -0.4 -0.1 0.07
H 7.1387 1.3043 -2.3465 0.2 -0.6 0.0 0.08
H 6.3118 2.6626 -1.6317 0.6 -0.1 -0.5 0.09
H 8.3755 3.2943 -3.1428 -0.5 -0.2 -2.4 0.10
H 7.5766 4.5756 -0.9209 0.3 1.0 -0.7 0.11
H 8.8045 5.2490 -2.1642 -0.6 -0.1 0.2 0.14
C 5.7067 10.0173 2.1249 0.8 1.8 -1.3 -0.01
C 6.6710 9.5499 1.0732 0.0 -0.1 0.7 -0.30
C 5.9700 9.2457 -0.2110 -0.7 -0.1 -0.1 -0.11
O 6.6213 10.1087 -1.1197 0.1 0.5 -2.0 0.08
C 7.4876 10.9542 -0.5390 0.5 1.1 -1.1 -0.55
O 8.0380 11.9227 -1.0617 -1.3 -2.4 1.1 0.10
O 7.6554 10.5525 0.7146 0.1 0.2 1.4 0.10
H 5.0474 10.7687 1.6879 0.5 0.9 0.2 0.10
H 6.2261 10.3229 3.0058 0.0 0.3 0.7 0.09
H 4.9781 9.3142 2.2970 -1.2 -2.4 0.9 0.05
H 7.1845 8.6751 1.4478 0.5 0.0 0.0 0.14
H 4.9138 9.5469 -0.2044 0.1 0.0 0.2 0.14
H 5.9939 8.1772 -0.4370 0.5 0.3 -0.9 0.09
C 8.6231 2.7062 -6.9049 0.5 2.1 1.8 -0.01
O 7.3904 2.4566 -6.1614 -0.8 0.5 -0.7 0.00
C 6.9076 3.4181 -5.3978 4.9 7.5 2.6 -0.42
O 7.5838 4.6667 -5.0460 -3.5 -7.4 -2.8 -0.10
O 5.8394 3.0984 -4.7669 -0.2 -1.9 -1.6 0.03
C 5.0901 3.9798 -4.0090 -1.2 0.9 2.9 -0.07
H 9.0370 1.7542 -7.1125 -0.1 -0.9 -0.8 0.07
H 9.2633 3.1019 -6.0927 0.1 0.3 -0.9 0.09
H 8.5888 3.4505 -7.7714 -0.5 -1.2 1.3 0.13
H 4.3406 4.5674 -4.5119 -0.2 -0.2 -1.0 0.09
H 5.6166 4.7001 -3.4046 1.2 0.4 -0.1 0.07
H 4.5812 3.3844 -3.2338 -0.1 -0.1 -0.6 0.10
C 3.5111 7.0026 -2.2459 1.5 -4.8 0.8 -0.07
O 2.1425 7.1495 -1.8561 -2.0 -2.0 1.3 -0.02
C 1.5496 5.9579 -1.4495 5.1 -5.0 -0.3 -0.38
O 2.2359 4.7471 -1.3768 -4.2 7.2 -0.5 -0.06
O 0.2638 6.0744 -1.1427 1.0 0.9 -0.5 0.01
C -0.4261 4.9099 -0.7836 1.3 -2.1 2.6 -0.08
H 3.5220 6.1899 -3.0261 0.2 0.7 0.8 0.09
H 4.2317 6.6306 -1.4182 -1.5 0.5 -1.1 0.10
H 4.0406 7.7823 -2.6709 -0.1 2.5 -0.6 0.05
H -0.6586 4.2175 -1.5602 0.9 -0.5 -0.9 0.09
H -1.3626 5.1183 -0.4167 -2.3 1.8 0.5 0.05
H -0.0476 4.3930 0.1841 0.4 0.6 -2.0 0.14
C 5.2831 9.5467 -9.8826 1.8 -1.2 -1.0 -0.07
O 5.6419 9.5961 -8.4820 0.1 -1.2 0.9 -0.02
C 5.7185 8.3710 -7.8704 -3.9 -5.7 -3.4 -0.43
O 5.3178 7.2564 -8.5832 2.7 5.7 3.9 -0.07
O 5.9256 8.3835 -6.5748 0.5 2.5 -1.5 0.01
C 5.9145 7.2496 -5.6894 -1.9 0.2 -0.4 0.00
H 4.3324 9.0718 -10.1430 0.2 -0.1 0.7 0.09
H 6.1181 9.0285 -10.4488 -1.1 0.2 0.7 0.11
H 5.3080 10.5345 -10.2996 -0.2 0.8 0.5 0.07
H 6.0828 7.5452 -4.6563 0.5 0.2 -0.2 0.09
H 6.5385 6.5308 -6.0970 1.6 -1.3 -0.2 0.05
H 4.9222 6.8244 -5.7623 -0.5 -0.1 0.1 0.09
```
Positions in Å, forces in eV/Å.

=====

Record 2
Below is a single C2H4P2 molecule, with properties calculated with the ωB97M-V functional and the def2-TZVPD basis.

Values from the calculation:
SMILES: C=P1=PC1
Orbital gap in eV: 6.653

Geometry as XYZ:
```
8
Properties=species:S:1:pos:R:3:forces:R:3:nbo_charge:R:1
C -1.3276 0.9807 0.2665 4.7 1.1 0.8 -0.80
P 0.3778 0.9153 0.2939 -0.1 -1.4 0.1 0.68
P 2.4687 -0.0645 0.2008 -1.8 0.5 0.1 0.24
C 0.8574 -0.9123 -0.1680 0.1 0.7 -0.5 -0.99
H -1.6083 0.1176 -0.1351 -2.1 -3.3 -1.4 0.21
H -1.9104 1.8272 0.3472 -0.9 1.6 0.3 0.23
H 0.4881 -1.7574 0.4265 0.1 0.6 0.3 0.22
H 0.6543 -1.1065 -1.2318 0.0 0.2 0.3 0.21
```
Positions in Å, forces in eV/Å.

=====

Record 3
Below is a molecular structure, C30H45I2NO15, with properties calculated with the ωB97M-V functional and the def2-TZVPD basis.

Values from the calculation:
Orbital gap in eV: 8.702

Geometry as XYZ:
```
93
Properties=species:S:1:pos:R:3:forces:R:3:lowdin_charge:R:1
C 4.5753 -1.0971 4.5179 0.0 0.1 0.0 -0.11
C 5.3628 -1.8811 3.4706 0.0 -0.1 0.0 -0.25
C 5.3267 -1.2810 2.0670 0.0 0.0 -0.1 -0.21
C 5.8236 0.1630 1.9758 0.1 0.0 0.0 -0.18
C 5.3781 0.9106 0.7114 0.1 0.1 0.0 -0.11
C 4.2480 1.9387 0.8971 0.0 0.0 0.0 -0.41
C 4.6980 3.0861 1.8130 -0.1 0.0 0.0 -0.06
C 4.2506 3.0348 3.2564 0.0 0.2 0.1 -0.26
O 4.0954 4.0321 3.9113 0.0 -0.1 0.0 0.08
N 3.9535 2.4709 -0.4475 -0.3 -0.2 0.1 0.13
C 3.1097 1.4949 -1.0648 -0.1 0.0 -0.2 -0.47
O 2.9852 1.3649 -2.2455 0.0 0.1 0.0 0.08
C 2.4609 0.6009 0.0079 0.2 -0.1 0.1 -0.21
C 0.9585 0.3888 -0.0914 -0.1 -0.2 -0.1 -0.72
I -0.1012 1.5301 -1.4768 0.0 0.2 0.1 1.05
C 0.3475 -0.5045 0.6894 0.3 -0.1 0.0 -0.80
C 1.0292 -1.3578 1.7323 0.1 0.0 -0.1 -0.14
I -1.6839 -0.9393 0.5699 -0.4 0.1 -0.1 0.92
C 2.9390 1.2415 1.3204 -0.1 0.2 0.0 -0.27
O 1.9368 2.1555 1.7456 -0.1 0.0 0.0 0.01
H 5.1382 -0.2443 4.9014 0.0 0.0 0.0 0.07
H 4.3187 -1.7252 5.3700 0.0 0.0 0.0 0.07
H 3.6380 -0.7136 4.1065 -0.1 0.0 0.0 0.06
H 4.9565 -2.8935 3.4144 0.1 0.0 0.0 0.10
H 6.4056 -1.9786 3.7854 0.0 0.0 0.1 0.11
H 5.9476 -1.8947 1.4086 -0.1 0.0 -0.1 0.12
H 4.3070 -1.3567 1.6723 0.0 0.1 0.1 0.09
H 6.9157 0.1512 1.9940 0.0 0.0 0.1 0.12
H 5.5219 0.7068 2.8740 0.0 0.0 -0.1 0.08
H 5.0957 0.1897 -0.0593 0.0 0.0 0.0 0.12
H 6.2139 1.4676 0.2833 0.0 0.0 0.0 0.13
H 4.3837 4.0549 1.4186 0.0 0.0 0.0 0.13
H 5.7914 3.1159 1.8427 0.0 0.0 0.0 0.14
H 4.0793 2.0409 3.7040 0.0 -0.1 0.0 0.12
H 3.4146 3.3344 -0.4017 0.3 0.1 -0.1 0.14
H 2.9489 -0.3702 -0.1329 -0.1 -0.1 0.1 0.15
H 1.8511 -1.9265 1.2858 0.1 0.1 0.0 0.08
H 0.3369 -2.0623 2.1847 0.1 0.0 0.0 0.02
H 1.4265 -0.7398 2.5368 0.1 0.1 0.0 0.08
H 3.1132 0.5151 2.1116 0.0 -0.1 0.0 0.12
H 2.2955 3.0241 1.9490 0.0 0.0 0.0 0.09
C -5.6671 -3.5172 2.5572 0.0 0.1 0.0 -0.02
C -4.5336 -3.6899 3.5306 0.1 0.0 0.1 -0.32
C -4.1805 -2.4707 4.3655 0.0 0.0 -0.1 -0.08
O -2.7726 -2.6333 4.5686 0.0 0.1 0.0 0.07
C -2.2835 -3.3753 3.5530 0.0 0.0 -0.1 -0.59
O -1.1260 -3.5351 3.3250 0.0 -0.1 0.1 0.13
O -3.2903 -3.9082 2.8299 0.0 -0.1 0.0 0.06
H -5.4232 -2.7417 1.8307 0.0 0.0 0.0 0.09
H -5.8708 -4.4441 2.0247 0.0 0.0 0.0 0.09
H -6.5700 -3.2242 3.0947 0.0 0.0 0.0 0.09
H -4.6903 -4.5580 4.1770 0.0 0.0 0.0 0.16
H -4.6779 -2.4232 5.3295 0.0 0.0 0.0 0.14
H -4.3475 -1.5454 3.8082 0.0 0.0 0.0 0.14
C -1.9622 5.2936 -6.6533 0.0 0.0 0.0 -0.02
C -1.4276 5.1567 -5.2545 0.1 0.0 0.1 -0.31
C -0.9057 3.7822 -4.8716 -0.1 0.0 0.0 -0.08
O -1.1894 3.7313 -3.4672 0.0 -0.1 0.0 -0.05
C -2.2203 4.5656 -3.2066 -0.1 0.0 -0.1 -0.59
O -2.8196 4.6000 -2.1794 0.0 0.0 0.0 0.15
O -2.4895 5.3255 -4.2864 0.0 0.1 0.0 0.08
H -2.8098 4.6238 -6.8011 0.0 0.0 0.0 0.09
H -2.2852 6.3138 -6.8500 0.0 0.0 0.0 0.09
H -1.1804 5.0355 -7.3690 0.0 0.0 0.0 0.09
H -0.6766 5.9203 -5.0352 0.0 0.0 0.0 0.16
H 0.1593 3.6362 -5.0241 0.0 0.0 0.0 0.14
H -1.4691 2.9891 -5.3701 0.0 0.0 0.0 0.14
C -0.4766 -4.8205 0.4264 0.1 0.1 0.0 -0.03
C -0.1926 -5.7061 -0.7526 0.0 -0.1 -0.1 -0.32
C 0.9059 -6.7361 -0.5575 0.0 0.1 0.0 -0.10
O 1.4493 -6.8686 -1.8734 0.1 0.0 0.0 0.06
C 1.2012 -5.7195 -2.5509 0.0 0.0 0.0 -0.57
O 1.6768 -5.4409 -3.6026 0.0 0.0 0.0 0.17
O 0.3462 -4.9422 -1.8531 -0.1 0.0 0.0 0.08
H 0.4092 -4.2337 0.6734 0.0 0.0 0.0 0.08
H -1.2952 -4.1312 0.2285 0.0 0.0 0.0 0.05
H -0.7457 -5.4177 1.2976 0.0 0.0 0.0 0.09
H -1.1021 -6.1917 -1.1191 0.0 0.0 0.0 0.16
H 0.5597 -7.7062 -0.2130 0.0 0.0 0.0 0.14
H 1.6859 -6.3576 0.1092 0.0 0.0 0.0 0.14
C -5.4880 2.6143 -1.3164 0.0 0.0 0.0 -0.01
C -5.7560 2.2708 -2.7557 0.0 0.0 -0.1 -0.31
C -5.3730 3.3348 -3.7669 0.0 0.1 0.1 -0.09
O -6.3192 3.1213 -4.8189 0.0 0.0 0.0 0.06
C -7.4201 2.5395 -4.2823 0.0 0.0 0.0 -0.57
O -8.4521 2.3921 -4.8514 0.0 0.0 0.0 0.16
O -7.1718 2.1515 -3.0122 0.0 -0.1 0.0 0.08
H -6.0657 3.4929 -1.0285 0.0 0.0 0.0 0.10
H -5.7560 1.7866 -0.6619 0.0 0.0 0.0 0.08
H -4.4283 2.8387 -1.1877 0.0 0.0 0.0 0.08
H -5.3027 1.3126 -3.0269 0.0 0.0 0.0 0.16
H -4.3654 3.2300 -4.1573 0.0 0.0 -0.1 0.12
H -5.5076 4.3397 -3.3606 0.1 0.0 0.0 0.14
```
Positions in Å, forces in eV/Å.

=====

Record 4
Below is 2 unconnected molecules or ions with the total composition C4H12, with properties calculated with the ωB97M-V functional and the def2-TZVPD basis.

Values from the calculation:
SMILES: CC.CC
Orbital gap in eV: 12.468

Geometry as XYZ:
```
16
Properties=species:S:1:pos:R:3:forces:R:3:nbo_charge:R:1
C 0.6957 -1.5204 2.2104 -0.6 -1.6 1.2 -0.62
C -0.5072 -1.4476 1.2881 -0.7 1.9 -0.7 -0.63
H 1.5435 -0.8787 2.0063 0.0 0.1 -0.5 0.21
H 0.3986 -1.3136 3.2416 -0.1 0.3 0.0 0.21
H 1.0279 -2.5585 2.2882 0.4 0.1 -0.2 0.20
H -0.4425 -0.4510 0.8309 -0.2 -0.4 -0.4 0.21
H -0.6613 -2.1745 0.4945 0.8 -0.2 0.0 0.21
H -1.5092 -1.3792 1.7250 0.4 -0.3 0.8 0.21
C -0.3827 1.4889 -1.0554 0.2 -0.3 1.6 -0.62
C 0.1868 1.4864 -2.4470 -0.2 -0.1 -0.8 -0.61
H 0.3349 0.9644 -0.4162 0.0 0.4 0.2 0.20
H -0.5591 2.4615 -0.5921 0.2 0.2 -0.3 0.21
H -1.3039 0.9417 -0.8487 -0.1 -0.1 -0.7 0.21
H 0.6618 2.4239 -2.7324 -0.1 0.1 0.1 0.21
H 0.9648 0.7291 -2.5355 -0.1 -0.1 -0.1 0.20
H -0.5756 1.2586 -3.1943 0.1 0.1 -0.1 0.21
```
Positions in Å, forces in eV/Å.

=====

What are the LUMO energy values for these records? In order: 2.341; -1.045; 0.125; 1.131 eV.
What are the max |F| values for these records? In order: 9.35; 4.92; 0.40; 2.20 eV/A.